Formula: C11H12BaN2P
Source: the OMol25 dataset
Level of theory: wB97M-V/def2-TZVPD

The geometry in XYZ format:
```
27
Properties=species:S:1:pos:R:3
C -0.116 -0.556 -2.015
C -0.678 -1.353 -3.018
C -0.406 -2.729 -2.768
C 0.379 -2.869 -1.586
C 0.627 -1.619 -1.023
Ba 0.229 1.355 1.086
P -0.230 3.912 2.872
H -0.105 0.537 -1.919
H -1.249 -0.979 -3.868
H -0.742 -3.554 -3.393
H 1.212 -1.379 -0.131
H 0.730 -3.817 -1.180
H 0.041 4.431 4.168
H -1.562 4.442 2.799
H 0.360 5.022 2.175
N 2.105 2.423 4.779
C 1.487 1.524 4.343
C 0.729 0.421 3.772
C -0.683 0.414 3.812
C -1.380 -0.482 2.994
C -0.652 -1.292 2.123
N 0.693 -1.204 2.035
C 1.397 -0.506 2.955
H -1.199 1.102 4.485
H -2.468 -0.545 3.009
H -1.127 -2.004 1.443
H 2.485 -0.614 2.953
```

Values from the calculation:
**Orbital gap (alpha / beta)**: 3.123 / 3.056 eV
**Total charge**: -1
**Strongest force on any atom**: 0.0858 Eh/bohr
**Calculated total energy**: -24559.824 eV

Löwdin atomic charge list, values in e, 6 entries: number 1, C, carries -0.209; number 2, C, carries -0.261; number 3, C, carries -0.220; number 4, C, carries -0.234; number 5, C, carries -0.183; number 6, Ba, carries 1.471